Computed, not measured: C26H24BrIrN6O7P as an isolated structure, with wB97M-V/def2-TZVPD.

Properties
Multiplicity: 2
Lowest unoccupied orbital energy (alpha / beta), eV: -10.31 / -10.32
F_max, Eh/bohr: 0.022
Frontier orbital gap (alpha / beta), Ha: 0.1321 / 0.1379
Charge: +2

Last column: Mulliken charge in e.
Positions of all 66 atoms, in Å:
Ir (0.419, -1.279, -0.247)  1.255
Br (-1.306, -2.775, 2.605)  -0.016
P (-1.692, -1.935, -1.008)  1.495
O (-3.768, 3.217, -3.700)  -0.487
O (0.675, 2.435, 0.811)  -0.604
O (-2.106, 1.720, -2.148)  -0.374
O (-5.476, 3.786, -2.482)  -0.511
O (-2.331, 5.649, 2.536)  -0.530
O (-4.142, 6.185, 1.465)  -0.540
O (-0.229, 0.705, -0.316)  -0.398
N (-3.131, 5.557, 1.641)  1.037
N (-4.317, 3.505, -2.669)  0.973
N (2.472, -0.916, -0.571)  0.384
N (3.269, -1.861, -0.372)  -0.714
N (1.299, -3.112, -0.049)  0.341
N (0.725, -0.952, 1.987)  -0.064
C (3.446, -4.145, 0.250)  -0.388
C (-0.021, -1.442, 2.979)  0.259
C (-2.299, 2.584, -1.346)  1.053
C (2.960, 2.236, -2.405)  -0.914
C (-1.723, -1.551, -2.789)  -1.509
C (-1.723, 3.699, 0.814)  -0.538
C (1.467, -5.426, 0.540)  -1.053
C (1.002, -0.049, 4.612)  -0.438
C (-2.830, 4.506, 0.601)  -0.064
C (4.358, 0.647, -0.593)  -0.004
C (1.615, 0.004, 2.315)  -0.018
C (2.372, 1.078, -1.919)  -0.249
C (-2.263, -3.660, -0.998)  -1.562
C (2.852, -5.362, 0.543)  -0.467
C (-3.718, 4.457, -0.515)  -0.585
C (0.076, -1.027, 4.296)  -0.609
C (-1.417, 2.733, -0.110)  0.448
C (0.735, -4.287, 0.251)  0.059
C (1.789, 0.474, 3.599)  -0.867
C (3.078, 0.294, -1.019)  0.253
C (-0.182, 1.873, 0.157)  0.020
C (-3.111, -1.086, -0.239)  -1.267
C (4.222, 2.611, -1.971)  -0.483
C (4.919, 1.819, -1.064)  -0.758
C (-3.451, 3.556, -1.467)  -0.352
C (2.642, -3.058, -0.033)  0.274
H (-2.382, -4.039, 0.016)  0.351
H (-1.602, -4.306, -1.575)  0.434
H (-0.565, -1.466, 5.046)  0.457
H (2.528, 1.239, 3.790)  0.512
H (2.434, 2.844, -3.129)  0.449
H (3.452, -6.232, 0.766)  0.448
H (-0.337, -4.307, 0.274)  0.374
H (1.397, 0.761, -2.262)  0.383
H (4.671, 3.522, -2.344)  0.427
H (-1.139, -0.659, -3.016)  0.229
H (-1.306, -2.399, -3.330)  0.436
H (2.196, 0.419, 1.504)  0.301
H (-1.095, 3.841, 1.683)  0.723
H (-3.247, -3.679, -1.470)  0.474
H (-3.874, -0.846, -0.978)  0.463
H (-4.560, 5.135, -0.575)  0.655
H (1.100, 0.300, 5.631)  0.446
H (4.518, -4.010, 0.228)  0.533
H (-2.748, -1.392, -3.128)  0.478
H (-2.779, -0.176, 0.254)  0.127
H (4.889, 0.014, 0.104)  0.487
H (-3.553, -1.743, 0.510)  0.450
H (0.942, -6.344, 0.760)  0.455
H (5.904, 2.114, -0.730)  0.421

Computed, not measured: one molecule with the formula C4H3NS2, with wB97M-V/def2-TZVPD.

Properties
Lowest unoccupied orbital energy, eV: -1.68
F_max, Eh/bohr: 0.046
SMILES: N#C/C=C\C(=S)S
Frontier orbital gap, Ha: 0.2772

Last column: Mulliken charge in e.
Positions of all 10 atoms, in Å:
S (0.991, 2.538, 0.514)  -0.246
S (1.323, -0.269, 1.406)  -0.190
N (-0.321, -2.860, 0.113)  -0.332
C (-0.612, -1.843, -0.320)  -0.021
C (-0.928, -0.601, -0.884)  -0.149
C (-0.407, 0.633, -0.620)  -0.242
C (0.583, 0.975, 0.374)  0.394
H (2.038, 0.603, 2.126)  0.168
H (-1.759, -0.671, -1.574)  0.307
H (-0.908, 1.495, -1.133)  0.310

Computed, not measured: C27H35AsCrN4O7 as an isolated structure, with wB97M-V/def2-TZVPD.

Properties
Multiplicity: 4
Lowest unoccupied orbital energy (alpha / beta), eV: -3.39 / -3.81
F_max, Eh/bohr: 0.085
Frontier orbital gap (alpha / beta), Ha: 0.2162 / 0.2060
Charge: +1

Last column: Mulliken charge in e.
Positions of all 75 atoms, in Å:
As (0.640, -0.128, 1.756)  0.084
Cr (-0.256, 0.436, -2.004)  -0.619
O (-0.360, 0.840, -3.927)  -0.445
O (-2.248, -1.597, -1.100)  -0.923
O (-2.987, 0.752, -0.835)  -0.648
O (0.606, -0.002, 0.097)  1.327
O (1.924, 2.283, -1.627)  -0.489
O (2.481, -0.297, -2.379)  -0.950
O (-1.213, -0.973, -5.335)  -0.591
N (-1.152, -1.392, -1.757)  1.299
N (1.280, -0.745, -2.348)  1.286
N (0.569, 2.099, -1.656)  0.224
N (-1.820, 1.277, -1.206)  1.101
C (1.934, 1.197, 2.314)  0.125
C (0.218, 4.380, -0.798)  -1.202
C (-2.878, -0.794, -5.121)  -0.197
C (3.069, 0.796, 3.035)  -0.539
C (1.139, -1.965, 1.986)  0.288
C (1.933, -3.036, -2.997)  -1.679
C (-1.546, 2.487, -0.690)  0.482
C (-2.491, 1.736, 3.842)  -0.634
C (-1.227, 1.406, 3.339)  -0.318
C (1.775, 2.526, 1.903)  0.576
C (-0.231, 2.992, -1.031)  0.112
C (0.915, -4.051, 3.181)  -0.693
C (2.444, -3.880, 1.298)  -0.719
C (4.030, 1.753, 3.383)  -0.676
C (2.072, -2.543, 1.105)  -0.416
C (-2.237, -0.338, 1.976)  0.039
C (-1.110, 0.361, 2.413)  0.110
C (-2.512, 3.152, 0.257)  -1.598
C (1.869, -4.625, 2.331)  -0.487
C (3.873, 3.084, 2.983)  -0.616
C (2.754, 3.476, 2.240)  -0.911
C (-0.329, -2.427, -1.989)  0.438
C (0.545, -2.712, 3.009)  -0.437
C (0.977, -2.058, -2.446)  0.044
C (-3.490, -0.023, 2.507)  -0.742
C (-3.617, 1.015, 3.434)  -0.560
C (-0.815, -3.797, -1.663)  -1.664
H (2.180, -5.647, 2.497)  0.436
H (-0.790, -0.883, -6.232)  0.375
H (-0.319, 1.923, 3.670)  0.419
H (-0.616, 5.076, -0.618)  0.401
H (-3.426, -1.791, -5.343)  0.270
H (-0.174, -2.222, 3.680)  0.423
H (-1.873, -3.914, -1.946)  0.350
H (-2.875, 0.155, -5.777)  0.275
H (-2.573, 2.548, 4.568)  0.421
H (0.873, 2.806, 1.340)  -0.123
H (2.928, -2.617, -2.851)  0.379
H (-3.397, 2.579, 0.609)  0.335
H (-0.224, 1.765, -4.125)  0.231
H (4.887, 1.440, 3.983)  0.396
H (-0.568, 0.016, -4.762)  0.383
H (-2.878, -0.264, -1.030)  0.421
H (-1.918, 3.338, 1.171)  0.339
H (2.318, 1.355, -1.937)  0.456
H (4.614, 3.821, 3.271)  0.404
H (1.865, -4.008, -2.499)  0.418
H (0.469, -4.606, 4.004)  0.413
H (-0.218, -4.561, -2.176)  0.532
H (-4.593, 1.253, 3.847)  0.409
H (2.515, -1.924, 0.316)  0.356
H (-4.350, -0.617, 2.190)  0.412
H (-2.118, -1.156, 1.257)  0.432
H (-0.739, -4.016, -0.582)  0.213
H (0.743, 4.722, -1.697)  0.437
H (-3.058, -0.601, -4.033)  0.036
H (3.215, -4.303, 0.648)  0.424
H (0.933, 4.498, 0.026)  0.074
H (1.766, -3.207, -4.073)  0.255
H (3.171, -0.257, 3.327)  0.434
H (-2.903, 4.116, -0.136)  0.411
H (2.606, 4.516, 1.939)  0.371

Computed, not measured: C32H20BrInN6O5S as an isolated structure, with wB97M-V/def2-TZVPD.

Properties
Lowest unoccupied orbital energy, eV: -0.74
F_max, Eh/bohr: 0.010
Frontier orbital gap, Ha: 0.2788

Last column: Mulliken charge in e.
Positions of all 66 atoms, in Å:
In (0.041, -0.267, 1.125)  2.580
Br (0.020, -0.623, 9.898)  -0.195
S (0.020, -3.869, 1.602)  0.945
O (0.988, -0.712, 3.114)  -0.728
O (1.291, -4.070, 2.237)  -0.681
O (-0.054, -1.542, -1.249)  -0.749
O (-0.872, 0.432, 3.177)  -0.864
O (-1.175, -4.046, 2.377)  -0.708
N (-2.234, -0.216, 0.776)  -0.080
N (-2.344, 2.128, 0.169)  -0.455
N (2.294, -0.177, 0.627)  -0.122
N (2.402, 2.162, 0.024)  -0.494
N (0.039, 1.665, 0.277)  -0.363
N (-0.029, -2.423, 0.820)  -0.471
C (0.053, -0.272, 5.264)  0.045
C (-4.293, -1.403, 1.075)  -0.932
C (5.055, -0.272, 0.430)  -0.426
C (-0.147, -5.836, -2.433)  -0.582
C (-0.727, 6.123, -0.733)  -0.664
C (1.402, 4.977, -0.544)  -0.146
C (0.054, -0.168, 3.780)  0.788
C (4.372, 0.891, 0.173)  -0.515
C (-1.427, 4.956, -0.450)  -0.167
C (-0.118, -6.687, -1.330)  -0.504
C (4.341, -1.404, 0.810)  -0.902
C (0.846, -1.328, 7.274)  -0.635
C (1.154, 2.450, 0.042)  0.213
C (-2.922, -1.327, 1.096)  -0.092
C (-0.058, -4.814, 0.106)  0.479
C (-0.130, -4.457, -2.269)  -0.451
C (0.858, -1.214, 5.893)  -0.264
C (0.033, -0.481, 8.010)  0.142
C (0.693, 3.826, -0.260)  0.056
C (-1.103, 2.433, 0.115)  -0.002
C (-0.087, -3.961, -0.980)  -0.005
C (-0.071, -6.187, -0.034)  -0.911
C (-5.006, -0.267, 0.707)  -0.419
C (2.975, -1.305, 0.902)  -0.112
C (-2.915, 0.898, 0.455)  0.266
C (-0.773, 0.467, 7.399)  -0.562
C (-0.061, -2.540, -0.540)  0.854
C (-4.314, 0.879, 0.403)  -0.578
C (2.976, 0.928, 0.283)  0.277
C (-0.683, 3.816, -0.215)  0.184
C (0.668, 6.133, -0.779)  -0.663
C (-0.766, 0.561, 6.017)  -0.302
H (-4.783, -2.327, 1.347)  0.489
H (-1.270, 7.040, -0.921)  0.409
H (1.183, 7.058, -1.003)  0.408
H (1.486, -1.857, 5.291)  0.455
H (6.134, -0.301, 0.347)  0.405
H (-2.508, 4.929, -0.413)  0.543
H (2.483, 4.966, -0.579)  0.543
H (1.458, -2.064, 7.775)  0.426
H (-0.151, -3.780, -3.113)  0.550
H (-0.130, -7.758, -1.484)  0.417
H (4.829, -2.339, 1.044)  0.489
H (-6.087, -0.279, 0.670)  0.397
H (-1.399, 1.115, 7.997)  0.422
H (-2.336, -2.186, 1.394)  0.330
H (4.871, 1.806, -0.111)  0.513
H (2.388, -2.152, 1.230)  0.261
H (-4.810, 1.798, 0.127)  0.526
H (-1.397, 1.277, 5.509)  0.446
H (-0.045, -6.844, 0.825)  0.484
H (-0.182, -6.257, -3.429)  0.403

Q: Which of these has the lowest F_max?
A: C32H20BrInN6O5S